Record 1
Computed, not measured: a single C3H5NO2 molecule, with the ωB97M-V functional and the def2-TZVPD basis.

The geometry in ORCA input format:
```
! wB97M-V def2-TZVPD RIJCOSX def2/J DEFGRID3
* xyz 0 1
H -0.3336 -0.2941 2.3679
C 0.8301 0.9172 0.4652
O -0.3548 -0.8586 -2.9554
H 0.0351 0.7952 -1.8306
H -1.5081 -1.0761 1.4072
O -0.1631 -0.9306 -0.7284
N -0.5574 -0.7475 1.4959
H 1.5612 1.1665 -0.2915
H 0.7708 1.5509 1.3418
C 0.0578 -0.1750 0.4073
C -0.1604 -0.2823 -1.9284
*
```

Calculated values
Energy in Eh: -322.5265
Energy relative to the best compared isomer or geometry (same formula, charge and spin) in kJ/mol: 125.6
SMILES: C=C(N)OC=O
HOMO level in eV: -8.9
Lowest unoccupied orbital energy in hartree: 0.031
HOMO-LUMO gap in eV: 9.760



Record 2
Computed, not measured: 2 unconnected molecules or ions with the total composition C3H5NO2, with the ωB97M-V functional and the def2-TZVPD basis.

The geometry in ORCA input format:
```
! wB97M-V def2-TZVPD RIJCOSX def2/J DEFGRID3
* xyz 0 1
H 1.2450 0.9850 -0.5662
O -1.9170 -0.6275 -1.8950
H -0.5512 -0.9798 2.1792
H 2.3347 -0.4189 -0.4616
C -1.5812 0.4283 -1.6512
C -0.3444 -0.2306 1.4135
C 1.2926 -0.0995 -0.4135
N -1.1755 0.7016 1.2201
H 0.7372 -0.6099 -1.2098
H -0.8980 1.3834 0.5164
O 0.8579 -0.5321 0.8682
*
```

Calculated values
Energy in Eh: -322.5051
Energy relative to the best compared isomer or geometry (same formula, charge and spin) in kJ/mol: 181.9
HOMO level in eV: -10.3
Lowest unoccupied orbital energy in hartree: 0.032
HOMO-LUMO gap in eV: 11.155



Record 3
Computed, not measured: a single C3H5NO2 molecule, with the ωB97M-V functional and the def2-TZVPD basis.

The geometry in ORCA input format:
```
! wB97M-V def2-TZVPD RIJCOSX def2/J DEFGRID3
* xyz 0 1
C -0.4321 -1.2864 1.3514
O 2.4353 0.0955 -0.0404
C -0.9017 0.8885 -0.7587
H -1.5427 1.4977 -0.1190
H -0.8135 -0.2587 1.5272
O 0.4493 1.0536 -0.3124
N 0.5942 -1.1530 0.5269
H 1.1480 -1.9779 0.3102
C 1.2406 0.0385 0.0275
H -0.9481 1.2548 -1.7861
H -1.2292 -0.1525 -0.7265
*
```

Calculated values
Energy in Eh: -322.4572
Energy relative to the best compared isomer or geometry (same formula, charge and spin) in kJ/mol: 307.6
HOMO level in eV: -9.1
Lowest unoccupied orbital energy in hartree: 0.013
HOMO-LUMO gap in eV: 9.482



Record 4
Computed, not measured: a single C3H5NO2 molecule, with the ωB97M-V functional and the def2-TZVPD basis.

The geometry in ORCA input format:
```
! wB97M-V def2-TZVPD RIJCOSX def2/J DEFGRID3
* xyz 0 1
H 0.4455 2.2783 0.0045
H 1.5526 0.0292 0.8729
O -1.6642 -0.1291 -0.3359
C 0.0818 1.2669 -0.0788
C -0.7632 -1.0999 0.1171
O 0.4682 -1.0398 -0.4997
H 1.9086 0.3894 -0.8443
C 1.0859 0.1593 -0.1154
H -1.2690 -2.0560 -0.1163
N -1.1799 1.1789 -0.2254
H -0.6663 -0.9771 1.2212
*
```

Calculated values
Energy in Eh: -322.4599
Energy relative to the best compared isomer or geometry (same formula, charge and spin) in kJ/mol: 300.5
SMILES: C1=NOCOC1
HOMO level in eV: -9.9
Lowest unoccupied orbital energy in hartree: 0.032
HOMO-LUMO gap in eV: 10.747



Record 5
Computed, not measured: a single C3H5NO2 molecule, with the ωB97M-V functional and the def2-TZVPD basis.

The geometry in ORCA input format:
```
! wB97M-V def2-TZVPD RIJCOSX def2/J DEFGRID3
* xyz 0 1
C 2.2417 0.0572 0.5000
C -1.8174 -0.3839 -0.8024
O 1.0327 -0.2308 -0.0647
H -2.3746 0.2813 -1.4731
H 0.3633 1.0914 1.3476
C -0.0279 0.4714 0.5493
H -1.0952 -0.9671 -1.3831
H 3.0603 -0.4997 0.0224
O 2.4156 0.8209 1.4070
H -2.5573 -1.0596 -0.3563
N -1.2411 0.4189 0.2534
*
```

Calculated values
Energy in Eh: -322.5233
Energy relative to the best compared isomer or geometry (same formula, charge and spin) in kJ/mol: 134.0
SMILES: C/N=C\OC=O
HOMO level in eV: -10.0
Lowest unoccupied orbital energy in hartree: 0.033
HOMO-LUMO gap in eV: 10.909



Record 6
Computed, not measured: 2 unconnected molecules or ions with the total composition C3H5NO2, with the ωB97M-V functional and the def2-TZVPD basis.

The geometry in ORCA input format:
```
! wB97M-V def2-TZVPD RIJCOSX def2/J DEFGRID3
* xyz 0 1
H -1.3308 -1.0772 -0.5201
H -0.3603 0.1058 -1.6205
O 2.3352 1.2269 -0.2690
H 1.7481 1.9355 -0.1596
C 0.6580 -0.3356 0.2654
N -0.3493 0.6528 0.3759
H 0.8015 -1.4346 1.1957
C 2.0767 -0.0395 0.0427
O 2.8904 -0.9035 0.0724
H -0.9829 0.6895 1.2140
C -0.5276 -0.3232 -0.6565
*
```

Calculated values
Energy in Eh: -322.4620
Energy relative to the best compared isomer or geometry (same formula, charge and spin) in kJ/mol: 295.0
HOMO level in eV: -10.1
Lowest unoccupied orbital energy in hartree: 0.027
HOMO-LUMO gap in eV: 10.873



Record 7
Computed, not measured: a single C3H5NO2 molecule, with the ωB97M-V functional and the def2-TZVPD basis.

The geometry in ORCA input format:
```
! wB97M-V def2-TZVPD RIJCOSX def2/J DEFGRID3
* xyz 0 1
H 2.0333 0.6407 -0.2587
O -2.3556 -0.2237 0.0717
H -0.1510 1.2043 -1.3379
O 0.9749 -1.1186 -0.2049
H -0.6043 -2.1411 0.4442
C -0.1775 0.9294 -0.2711
C 1.1211 0.2523 0.2114
H -0.4745 1.7857 0.3312
H 1.2000 0.2999 1.3100
C -1.1629 -0.2417 -0.0994
N -0.4036 -1.3873 -0.1966
*
```

Calculated values
Energy in Eh: -322.4939
Energy relative to the best compared isomer or geometry (same formula, charge and spin) in kJ/mol: 211.1
SMILES: O=C1CCON1
HOMO level in eV: -9.6
Lowest unoccupied orbital energy in hartree: 0.031
HOMO-LUMO gap in eV: 10.426



Record 8
Computed, not measured: a single C3H5NO2 molecule, with the ωB97M-V functional and the def2-TZVPD basis.

The geometry in ORCA input format:
```
! wB97M-V def2-TZVPD RIJCOSX def2/J DEFGRID3
* xyz 0 1
C 1.2834 -0.0578 -0.3215
H 1.7313 -1.0357 -0.5955
H -0.5943 -1.4354 0.8389
C 0.0845 0.4249 -1.1492
O -1.1209 -0.2189 -0.7108
N -1.2772 0.4440 1.4805
C -1.0287 -0.4493 0.6366
H -0.9869 0.1196 2.4018
H 0.2104 0.1572 -2.2014
O 1.6874 0.5413 0.6450
H 0.0110 1.5102 -1.0245
*
```

Calculated values
Energy in Eh: -322.4832
Energy relative to the best compared isomer or geometry (same formula, charge and spin) in kJ/mol: 239.2
SMILES: [H]/N=C/OCC=O
HOMO level in eV: -10.1
Lowest unoccupied orbital energy in hartree: 0.017
HOMO-LUMO gap in eV: 10.576



Record 9
Computed, not measured: 2 unconnected molecules or ions with the total composition C3H5NO2, with the ωB97M-V functional and the def2-TZVPD basis.

The geometry in ORCA input format:
```
! wB97M-V def2-TZVPD RIJCOSX def2/J DEFGRID3
* xyz 0 1
H 0.5686 -1.4382 1.0926
H 0.3784 1.4966 -1.5563
H 1.1046 2.4960 -0.2543
H -1.7453 -2.4162 -0.3052
C 0.3553 1.7391 -0.4925
O -0.1177 -2.1766 0.8707
C 0.7404 0.6005 0.3230
N 1.2835 -0.0938 1.0763
H -0.6442 2.0895 -0.2289
C -0.9644 -1.7044 -0.0122
O -0.9592 -0.5924 -0.5131
*
```

Calculated values
Energy in Eh: -322.5348
Energy relative to the best compared isomer or geometry (same formula, charge and spin) in kJ/mol: 103.8
SMILES: CC#N.O=CO
HOMO level in eV: -10.2
Lowest unoccupied orbital energy in hartree: 0.031
HOMO-LUMO gap in eV: 11.020



Record 10
Computed, not measured: a molecular structure, C3H5NO2, with the ωB97M-V functional and the def2-TZVPD basis.

The geometry in ORCA input format:
```
! wB97M-V def2-TZVPD RIJCOSX def2/J DEFGRID3
* xyz 0 1
H 0.4738 2.1514 -0.0749
H -0.1396 1.6161 1.5000
C 0.7203 0.0993 0.3240
C 0.6684 1.4959 0.7760
H -2.3064 -1.2557 -1.3469
O -1.0482 0.0186 -0.4200
H 0.5496 -1.7039 -0.3582
N 1.2877 -0.9377 0.2049
H 1.6274 1.7474 1.2349
O -0.5282 -2.1134 -0.9341
C -1.3049 -1.1182 -0.9057
*
```

Calculated values
Energy in Eh: -322.5092
Energy relative to the best compared isomer or geometry (same formula, charge and spin) in kJ/mol: 171.1
HOMO level in eV: -9.8
Lowest unoccupied orbital energy in hartree: 0.030
HOMO-LUMO gap in eV: 10.607



Record 11
Computed, not measured: a single C3H5NO2 molecule, with the ωB97M-V functional and the def2-TZVPD basis.

The geometry in ORCA input format:
```
! wB97M-V def2-TZVPD RIJCOSX def2/J DEFGRID3
* xyz 0 1
C -1.1051 -0.1647 -0.0850
C 0.9263 -0.6874 0.1179
H 0.1144 1.1929 1.0714
H -0.4883 -2.3041 0.3755
C 0.2156 0.6917 0.1015
H -1.5844 -0.0949 -1.0692
O 2.0605 -1.0750 0.0180
H -1.8584 -0.0461 0.7015
O 0.7158 1.5731 -0.8668
N -0.2755 -1.3440 0.1404
H 1.1967 2.2831 -0.4186
*
```

Calculated values
Energy in Eh: -322.5211
Energy relative to the best compared isomer or geometry (same formula, charge and spin) in kJ/mol: 139.9
SMILES: O=C1NC[C@@H]1O
HOMO level in eV: -9.6
Lowest unoccupied orbital energy in hartree: 0.026
HOMO-LUMO gap in eV: 10.350



Record 12
Computed, not measured: a single C3H5NO2 molecule, with the ωB97M-V functional and the def2-TZVPD basis.

The geometry in ORCA input format:
```
! wB97M-V def2-TZVPD RIJCOSX def2/J DEFGRID3
* xyz 0 1
O 0.3584 -1.9136 1.5362
H 2.0681 0.1079 -1.6722
C 0.4756 -0.5120 -0.4594
H -2.1472 1.0487 0.9593
H -1.2864 1.3780 -0.5183
C -0.5725 -0.2033 0.5145
O -0.7344 -0.9894 1.4872
H 1.3796 1.3999 -0.5288
H 0.4990 -1.5617 -0.7328
C 1.3345 0.3882 -0.9242
N -1.3747 0.8573 0.3386
*
```

Calculated values
Energy in Eh: -322.3879
Energy relative to the best compared isomer or geometry (same formula, charge and spin) in kJ/mol: 489.6
HOMO level (alpha / beta) in eV: -8.2 / -8.2
Lowest unoccupied orbital energy (alpha / beta) in hartree: 0.015 / 0.015
HOMO-LUMO gap (alpha / beta) in eV: 8.654 / 8.654



Record 13
Computed, not measured: a single C3H5NO2 molecule, with the ωB97M-V functional and the def2-TZVPD basis.

The geometry in ORCA input format:
```
! wB97M-V def2-TZVPD RIJCOSX def2/J DEFGRID3
* xyz 0 1
C -1.0048 1.0418 -0.3648
H 0.6198 -0.8331 -0.7394
O 1.4411 0.5178 1.8526
N -0.4655 0.5800 -1.4083
O -0.5598 0.8006 0.8898
H 1.6046 -1.7684 0.5095
C 0.7022 -1.1956 0.2980
H -1.8602 1.7188 -0.3288
H -0.9168 0.8683 -2.2641
C 0.6406 0.0600 1.0972
H -0.2012 -1.7902 0.4585
*
```

Calculated values
Energy in Eh: -322.5342
Energy relative to the best compared isomer or geometry (same formula, charge and spin) in kJ/mol: 105.5
SMILES: [H]/N=C/OC(C)=O
HOMO level in eV: -10.6
Lowest unoccupied orbital energy in hartree: 0.031
HOMO-LUMO gap in eV: 11.460



Record 14
Computed, not measured: a molecular structure, C3H5NO2, with the ωB97M-V functional and the def2-TZVPD basis.

The geometry in ORCA input format:
```
! wB97M-V def2-TZVPD RIJCOSX def2/J DEFGRID3
* xyz 0 1
H 0.4845 -1.3418 -1.4325
H -0.4319 1.3956 -1.7282
O 0.1161 -1.3625 1.2841
H -0.5427 1.0686 1.6040
C 0.6131 -0.3751 -0.9361
C 0.2314 -0.3073 0.5489
H 0.6508 -1.6986 2.0031
O -1.4530 1.4265 0.9005
N -0.5541 0.5391 -1.1880
H 1.5635 0.0884 -1.2228
C -0.7812 0.5736 0.1601
*
```

Calculated values
Energy in Eh: -322.3870
Energy relative to the best compared isomer or geometry (same formula, charge and spin) in kJ/mol: 491.8
HOMO level in eV: -7.6
Lowest unoccupied orbital energy in hartree: 0.019
HOMO-LUMO gap in eV: 8.112



Record 15
Computed, not measured: 2 unconnected molecules or ions with the total composition C3H5NO2P, with the ωB97M-V functional and the def2-TZVPD basis.

The geometry in ORCA input format:
```
! wB97M-V def2-TZVPD RIJCOSX def2/J DEFGRID3
* xyz -1 1
O -0.4113 0.0705 2.2784
H -0.0318 -0.1505 -1.3727
P -0.7948 -0.4028 0.9327
H 1.4529 -1.7852 -0.2191
C -2.8088 1.7946 -0.4578
H 0.5861 1.1592 -0.3410
O -1.3377 -1.7669 0.7655
C 1.6765 -0.7198 -0.1492
H 2.0413 -0.5185 0.8582
N -3.2454 2.7124 -1.0198
H 2.4604 -0.4785 -0.8682
C 0.4126 0.0856 -0.4069
*
```

Calculated values
Energy in Eh: -663.9722
Energy relative to the best compared isomer or geometry (same formula, charge and spin) in kJ/mol: 51.0
HOMO level in eV: -5.3
Lowest unoccupied orbital energy in hartree: 0.116
HOMO-LUMO gap in eV: 8.447



Record 16
Computed, not measured: a gas-phase ion, C3H5NO2S (charge -1), with the ωB97M-V functional and the def2-TZVPD basis.

The geometry in ORCA input format:
```
! wB97M-V def2-TZVPD RIJCOSX def2/J DEFGRID3
* xyz -1 2
H 0.9165 -0.7544 -1.4130
H -0.1910 -1.4334 0.7004
H -1.3713 -0.1223 0.3370
C -0.1512 -0.9645 -1.3534
C -0.3770 -0.5027 0.1201
O 1.1105 2.4277 1.5584
H -0.7921 -0.3690 -2.0247
O -0.8372 1.4608 2.0473
H 1.3659 0.8840 -0.0120
C 0.2212 1.5684 1.4087
S -0.4890 -2.6739 -1.8636
N 0.5946 0.4793 0.4947
*
```

Calculated values
<S²>: 0.7528
Energy in Eh: -720.7502
Energy relative to the best compared isomer or geometry (same formula, charge and spin) in kJ/mol: 30.4
HOMO level (alpha / beta) in eV: -4.1 / -4.1
Lowest unoccupied orbital energy (alpha / beta) in hartree: 0.110 / 0.026
HOMO-LUMO gap (alpha / beta) in eV: 7.057 / 4.773



Record 17
Computed, not measured: a molecular structure, C3H5NO2S, with the ωB97M-V functional and the def2-TZVPD basis.

The geometry in ORCA input format:
```
! wB97M-V def2-TZVPD RIJCOSX def2/J DEFGRID3
* xyz 0 1
S -1.3150 -0.0897 0.0422
C 0.7591 1.2397 -0.1157
C 0.1506 -1.1606 0.3423
N -0.4120 1.0238 -0.8771
H 1.3507 1.8966 -0.5320
H -0.0155 -2.2088 -0.0007
O -1.7373 0.5402 1.2723
H 1.5987 -0.5103 -1.3870
C 1.0120 -0.2097 -0.4319
H 0.3094 -1.0265 1.5005
H 0.5781 1.2574 0.9603
O -2.2788 -0.7522 -0.7733
*
```

Calculated values
Energy in Eh: -720.5967
Energy relative to the best compared isomer or geometry (same formula, charge and spin) in kJ/mol: 393.3
HOMO level in eV: -10.2
Lowest unoccupied orbital energy in hartree: -0.020
HOMO-LUMO gap in eV: 9.601



Record 18
Computed, not measured: a single C3H5NO2S molecule, with the ωB97M-V functional and the def2-TZVPD basis.

The geometry in ORCA input format:
```
! wB97M-V def2-TZVPD RIJCOSX def2/J DEFGRID3
* xyz 0 1
H -1.4712 0.1593 2.5081
S 0.1535 1.9281 -0.8754
C 0.4059 0.4100 -0.1147
H -0.4928 -2.2938 -0.7125
C -0.9037 -0.4102 1.7566
H 0.8965 1.1167 1.8464
C 0.5948 0.1924 1.2635
O -1.3437 -1.2996 0.9844
O 0.4479 -1.9545 -0.8105
H 1.2848 -0.5707 1.4506
H 0.5247 -0.2138 -2.1713
N 0.4838 -0.5955 -1.1056
*
```

Calculated values
Energy in Eh: -720.6063
Energy relative to the best compared isomer or geometry (same formula, charge and spin) in kJ/mol: 368.0
SMILES: O=CCC(=S)NO
HOMO level in eV: -8.4
Lowest unoccupied orbital energy in hartree: -0.010
HOMO-LUMO gap in eV: 8.142



Record 19
Computed, not measured: a single C3H5NO2S molecule, with the ωB97M-V functional and the def2-TZVPD basis.

The geometry in ORCA input format:
```
! wB97M-V def2-TZVPD RIJCOSX def2/J DEFGRID3
* xyz 0 1
N 0.0133 -1.2012 0.7237
O -0.9365 -1.4496 2.9751
C 0.7727 1.6309 -0.7172
H 2.0302 -0.0873 -0.6755
H 0.2922 -1.4134 -1.4475
H 1.4933 2.4019 -0.9718
C -0.0019 -0.6732 -0.6084
H -0.8560 -0.1277 -0.9053
H -0.3032 1.9224 -0.7509
C 1.0997 0.3329 -0.6417
S -1.1480 -0.9699 1.6500
O -2.4558 -0.3659 1.3693
*
```

Calculated values
Energy in Eh: -720.6244
Energy relative to the best compared isomer or geometry (same formula, charge and spin) in kJ/mol: 320.6
SMILES: C=CCN=S(=O)=O
HOMO level in eV: -10.3
Lowest unoccupied orbital energy in hartree: -0.003
HOMO-LUMO gap in eV: 10.230



Record 20
Computed, not measured: a single C3H5NO2S molecule, with the ωB97M-V functional and the def2-TZVPD basis.

The geometry in ORCA input format:
```
! wB97M-V def2-TZVPD RIJCOSX def2/J DEFGRID3
* xyz 0 1
S -0.8805 0.9432 0.2226
H -2.4085 -0.6943 1.1604
H -0.7544 -1.4014 0.3123
H 1.8853 -0.7021 -0.2900
C 0.7910 -0.2189 -1.7933
O 0.7510 0.8026 0.4556
C -1.2369 -0.6987 1.0949
N 0.0431 -0.5215 -2.5980
C 1.5311 0.2178 -0.6018
O -1.2691 2.0183 1.0495
H 2.1919 0.9990 -1.0165
H -0.6439 -0.7441 2.0043
*
```

Calculated values
Energy in Eh: -720.6447
Energy relative to the best compared isomer or geometry (same formula, charge and spin) in kJ/mol: 267.2
HOMO level in eV: -9.5
Lowest unoccupied orbital energy in hartree: 0.024
HOMO-LUMO gap in eV: 10.156